18
Properties=species:S:1:pos:R:3 method="wB97M-V/def2-TZVPD" gap_ev=8.50
C -2.31209 -0.84813 -0.54283
C -2.12131 0.43906 -0.52435
C 1.16517 0.74784 -0.50285
C 0.93962 -1.57659 0.33143
C 1.93283 -0.39851 0.12758
O 1.17161 1.13832 -1.64755
O -0.32466 2.99837 0.61974
Si -0.15254 1.40609 0.74735
H -2.99015 -1.24587 -1.26777
H -1.73626 -1.57090 0.12199
H -2.49376 1.18529 -1.19038
H 0.35829 -1.71920 -0.61372
H 1.50244 -2.51475 0.64431
H 0.25879 -1.50208 1.21838
H 2.26648 -0.06208 1.16693
H 2.89404 -0.67909 -0.46224
H -0.03112 3.18507 -0.36727
H -0.32738 1.01714 2.14125

***

18
Properties=species:S:1:pos:R:3 method="wB97M-V/def2-TZVPD" smiles="C=CCCC(=O)O.O" gap_ev=10.57
C 2.83590 -0.04167 -0.21504
C 1.53471 -0.04121 -0.45872
C 0.42741 -0.43582 0.44443
C -0.83417 -0.73811 -0.34199
C -2.06765 -0.60567 0.47828
O -2.33656 0.22033 1.30089
O -2.98546 -1.59073 0.15134
H 3.18451 -0.61761 0.65326
H 3.70605 0.28172 -0.76511
H 1.29834 0.51336 -1.33290
H 0.19436 0.39594 1.11720
H 0.64007 -1.27070 1.11585
H -0.68876 -1.71889 -0.78518
H -0.88818 -0.09655 -1.21617
H -3.33231 -2.00881 0.94548
O -0.28703 2.75780 -0.70369
H 0.46736 2.87654 -0.11624
H -0.86860 2.12009 -0.27168